Entry 1:
Density functional theory data (ωB97M-V/def2-TZVPD) for 2 unconnected molecules or ions with the total composition C2H4O2.

Last column: natural (NBO) charge in e.
CARTESIAN COORDINATES (ANGSTROEM)
O -1.8738 0.6701 -0.1781  -0.452
O -2.6259 -0.4850 0.0810  -0.463
C 2.7494 -0.1199 0.0110  -0.252
C 1.5667 0.0826 -0.1463  -0.252
H -2.3346 -1.1512 -0.5530  0.461
H 3.8184 -0.0980 0.1917  0.241
H -1.7556 0.9495 0.7454  0.465
H 0.4555 0.1519 -0.1517  0.252

Kohn-Sham gap   0.418 hartree
Multiplicity   1
SMILES   C#C.OO



Entry 2:
Density functional theory data (ωB97M-V/def2-TZVPD) for C17H23N3O3 in the gas phase.

Last column: natural (NBO) charge in e.
CARTESIAN COORDINATES (ANGSTROEM)
O -4.8818 0.0462 -0.5026  -0.704
O -0.7103 -1.9624 2.3747  -0.646
O -3.1830 -1.1919 -1.4961  -0.572
N 3.5193 -0.2670 -1.7697  -0.550
N -1.5715 -1.0902 0.3295  -0.653
N 0.0277 -2.6738 -1.1973  -0.827
C 1.6738 -2.4291 0.7922  -0.446
C -0.8893 2.8353 -0.1737  -0.579
C 3.0408 -1.5102 -1.3551  -0.052
C -3.6132 -0.6257 -0.5121  0.797
C 3.6686 2.6422 0.4913  -0.201
C -0.7907 -1.8810 1.1419  0.702
C -2.3430 1.1703 0.8896  -0.403
C -2.7467 -0.2865 0.7300  -0.155
C 3.8853 2.0248 -0.7154  -0.277
C 2.7774 2.0542 1.5082  -0.253
C 2.5318 -1.4016 -0.0670  -0.073
C 3.4565 0.6578 -0.7319  0.172
C -2.2166 2.1238 -0.3378  -0.240
C 2.6048 0.0259 0.2569  -0.129
C 2.1780 0.7767 1.3019  -0.190
C 0.2905 -2.7529 0.2358  -0.136
C -3.4244 3.1013 -0.5619  -0.611
H 2.3015 -3.3693 1.0434  0.224
H 1.4850 -1.8461 1.7083  0.247
H -3.3646 3.7023 0.3983  0.203
H -4.4030 2.6604 -0.5338  0.226
H 3.2884 -2.4583 -1.9342  0.221
H -3.1594 -0.7030 1.6652  0.254
H -0.9064 3.7688 -0.8750  0.198
H -1.2533 -0.9696 -0.6921  0.442
H 1.4449 0.3993 2.0951  0.229
H -0.7338 3.0766 0.7710  0.198
H -0.0025 -3.7252 0.5623  0.215
H 4.1245 3.6224 0.7694  0.214
H -3.0850 3.6704 -1.4640  0.218
H -1.3627 1.0610 1.6168  0.246
H 0.3022 -1.7688 -1.5507  0.348
H -3.3387 1.4836 1.4171  0.217
H 3.7713 0.0230 -2.6995  0.412
H -0.0362 2.2079 -0.6909  0.220
H -5.1241 -0.1216 -1.5129  0.497
H 0.6308 -3.2706 -1.7447  0.366
H -2.0956 1.4371 -1.1490  0.186
H 2.7640 2.7943 2.3734  0.226
H 4.6235 2.2553 -1.4767  0.218

Kohn-Sham gap   0.320 hartree
Multiplicity   1
SMILES   CC(C)C[C@H](NC(=O)[C@@H](N)Cc1c[nH]c2ccccc12)C(=O)O



Entry 3:
Density functional theory data (ωB97M-V/def2-TZVPD) for a molecular structure, C4H7N3O.

Last column: natural (NBO) charge in e.
CARTESIAN COORDINATES (ANGSTROEM)
O 1.8581 -0.8583 -0.6320  -0.582
N -0.8360 -1.3307 0.2600  -0.790
N -2.9119 -0.1073 0.2802  -0.677
N 2.4216 -0.1922 0.4274  -0.087
C -0.8569 1.0154 -0.4483  -0.257
C -1.6594 -0.2408 0.0460  0.417
C 1.5174 0.7989 0.5685  0.004
C 0.3990 1.3258 -0.2013  -0.262
H 0.7055 2.2966 -0.7413  0.232
H -3.2271 0.6767 -0.2309  0.339
H -1.4989 -2.2601 -0.0719  0.376
H 2.1764 -2.0447 -0.4939  0.473
H -0.2227 -1.2899 -0.4891  0.382
H 1.5131 1.6182 1.4356  0.212
H -1.4270 1.8863 -0.9153  0.219

Kohn-Sham gap   0.349 hartree
Multiplicity   1



Entry 4:
Density functional theory data (ωB97M-V/def2-TZVPD) for 2 unconnected molecules or ions with the total composition C3H10NO2P.

Last column: natural (NBO) charge in e.
CARTESIAN COORDINATES (ANGSTROEM)
P 0.8609 -0.2028 0.2780  2.117
O 1.5318 -1.1550 1.1253  -1.049
O 0.6063 1.1106 1.1089  -0.812
N -1.4064 -1.0514 -0.5281  -0.794
C 1.5848 0.1848 -1.4060  -1.012
C -1.5517 -1.8262 0.7023  -0.453
C -0.1887 2.2007 0.6654  -0.255
H -0.6550 -2.3555 0.8034  0.188
H -1.0971 -1.5562 -1.3405  0.324
H -2.2649 -2.6485 0.7011  0.190
H -0.6844 2.6534 1.5377  0.211
H 0.7060 2.8783 0.3358  0.181
H 1.4950 1.3442 -1.4825  0.245
H -1.6621 -1.0175 1.4392  0.192
H 0.9417 -0.2962 -2.1719  0.259
H -0.7972 1.9311 -0.1531  0.206
H 2.5811 -0.1939 -1.6149  0.262

Kohn-Sham gap (spin up / spin down)   0.312 / 0.312 hartree
Multiplicity   1



Result set for energy above the lowest of the compared OMol25 structures with the same formula, charge and spin: 565.1; 505.6; 601.1; 486.5 kJ/mol, one per record in the order listed.